--- w ---
Here is a structure of composition H20HeO10 from OMol25. Energies are from the ωB97M-V functional and the def2-TZVPD basis.

Each line ends with the Löwdin charge.
Cartesian coordinates (Å):
He 0.0032 10.4353 -10.7607  0.1335
O 2.0974 8.1404 -9.9385  -0.0494
H 1.2679 8.6115 -10.0185  0.0094
H 2.3565 7.9558 -10.8413  0.0213
O -0.2910 9.3646 -14.2172  -0.0370
H -0.2614 8.4250 -14.0366  0.0441
H -1.1804 9.6267 -13.9796  0.0155
O 1.5877 12.1826 -13.3615  -0.0662
H 0.8488 12.3281 -12.7707  -0.0210
H 1.2695 11.5327 -13.9882  0.0036
O -1.9847 10.6982 -7.7689  -0.0542
H -1.9595 9.7437 -7.8356  0.0275
H -1.1323 10.9844 -8.0972  -0.0307
O -0.5137 13.3328 -9.4129  -0.0538
H -0.0569 12.6670 -8.8988  -0.0320
H 0.1607 13.9791 -9.6219  0.0518
O -1.0785 12.9601 -12.3034  -0.0670
H -1.6298 12.2162 -12.5462  -0.0257
H -0.9312 12.8531 -11.3637  -0.0162
O -2.8752 10.9695 -12.8651  -0.0270
H -3.2134 10.7788 -13.7400  0.0607
H -3.5470 10.6364 -12.2702  0.0673
O 2.6105 9.2464 -7.4415  -0.0464
H 2.0134 8.8763 -6.7912  0.0459
H 2.5112 8.6810 -8.2075  -0.0101
O 0.7630 11.5186 -7.8283  -0.0509
H 0.5568 11.6899 -6.9094  0.0746
H 1.5553 10.9822 -7.8005  0.0284
O 2.3722 8.6476 -12.9932  -0.0394
H 3.1211 9.1320 -13.3406  0.0506
H 1.6564 8.8474 -13.5965  -0.0072

Results
- Frontier orbital gap: 10.364 eV
- Net charge: 0
- LUMO level: -0.11 eV
- HOMO energy: -10.47 eV
- 2S+1: 1


--- x ---
Here is a structure of composition H20HeO10 from OMol25. Energies are from the ωB97M-V functional and the def2-TZVPD basis.

Each line ends with the Löwdin charge.
Cartesian coordinates (Å):
He 0.3320 0.1501 -0.3055  0.1351
O -0.1335 2.1060 -2.8767  -0.0542
H -0.7941 1.4141 -2.8439  -0.0128
H -0.6122 2.8812 -3.1703  0.0449
O -2.3846 0.1969 -2.9163  -0.0485
H -2.0026 -0.6300 -3.2104  0.0463
H -2.9945 -0.0538 -2.2225  -0.0139
O 0.0600 -3.1100 1.7776  -0.0447
H 0.8520 -2.6190 1.5587  -0.0162
H 0.3269 -3.6908 2.4900  0.0591
O -2.6862 1.5430 2.2257  -0.0621
H -2.1558 0.7821 1.9890  -0.0202
H -2.3694 1.7960 3.0928  0.0242
O -0.7859 -0.6744 2.5631  -0.0608
H -0.1782 -0.3447 3.2251  0.0399
H -0.5179 -1.5825 2.4223  -0.0284
O 2.9152 -1.2292 -1.8990  -0.0553
H 2.6430 -1.2971 -0.9839  -0.0251
H 2.9852 -2.1363 -2.1965  0.0266
O 2.4464 2.8969 -1.6135  -0.0591
H 1.5202 2.6864 -1.7319  -0.0205
H 2.4566 3.8341 -1.4189  0.0316
O 2.4495 -1.8898 1.1127  -0.0265
H 2.7218 -1.1614 1.6709  0.0664
H 3.0882 -2.5802 1.2906  0.0750
O 1.5972 2.1971 1.4568  -0.0582
H 1.9413 1.4753 1.9829  0.0083
H 1.3563 1.7929 0.6232  -0.0310
O -4.0625 -0.5315 -0.7433  -0.0269
H -4.5734 -1.2229 -1.1641  0.0536
H -3.4410 -0.9984 -0.1847  0.0534

Results
- Frontier orbital gap: 10.029 eV
- Net charge: 0
- LUMO level: -0.45 eV
- HOMO energy: -10.47 eV
- 2S+1: 1


Most stable: w